Record 1
The following is a DFT calculation (wB97M-V/def2-TZVPD) of a molecular structure, C16H24N8 at a distorted geometry.

Structure (ORCA input):
```
! RIJCOSX wB97M-V def2-TZVPD def2/J DEFGRID3
* xyz 0 1
C -1.180 0.469 3.145
N -0.583 -3.741 -1.860
N 0.312 -2.116 0.509
H 0.988 -3.330 0.817
C -1.525 0.654 -2.797
H -0.640 0.734 1.123
H -2.124 0.792 2.707
H -0.505 -3.473 1.755
N 1.792 -4.531 3.474
C -0.218 0.424 0.167
H -0.627 -2.288 3.043
H -0.415 0.192 2.419
H -1.456 -0.528 3.488
H 0.425 4.473 -1.048
C 1.364 -3.479 -0.195
H -0.867 0.580 -0.694
N 1.774 1.293 0.748
C 3.540 2.810 -0.569
C 0.067 -0.983 0.358
H -0.881 4.793 0.040
H 3.296 3.840 -0.308
H -1.049 4.757 -1.878
H -1.520 -2.602 -2.059
H 0.583 -2.103 1.731
C -2.365 1.827 -2.860
C 1.041 -3.738 3.018
C 2.516 1.977 0.164
C 0.077 -2.806 2.392
C -1.361 -1.634 -1.583
C -0.602 1.229 4.226
H -2.280 -1.071 -1.742
H 2.078 -4.303 -0.167
H 3.359 2.611 -1.625
H 4.555 2.588 -0.240
C -0.655 4.369 -0.939
H -1.147 -1.727 -0.519
H 1.924 -2.620 -0.564
H -1.321 0.462 -1.744
H -1.917 -0.191 -3.363
C 0.297 -3.650 -1.137
C -0.952 2.981 -0.931
H -0.575 1.064 -3.139
N 0.712 -0.499 -2.589
C -0.201 -1.013 -2.132
N -0.103 1.786 5.049
N -3.039 2.790 -2.911
H 0.653 1.078 0.109
N -1.244 1.855 -0.889
*
```

The frontier orbital gap comes out at 0.3232 Ha. For the lowest unoccupied orbital energy, the calculation gives -0.13 eV. Its total energy is -1061.3312 a.u. Its highest occupied orbital energy is -8.9 eV. As for the energy relative to the best compared isomer or geometry (same formula, charge and spin): 457.55 kcal per mole.

***

Record 2
The following is a DFT calculation (wB97M-V/def2-TZVPD) of a gas-phase ion, C16H24NO (charge +1) at a distorted geometry.

Structure (ORCA input):
```
! RIJCOSX wB97M-V def2-TZVPD def2/J DEFGRID3
* xyz 1 1
H 0.792 1.542 -1.624
H 2.311 5.904 0.659
C 0.484 -0.778 0.635
H 3.194 2.306 0.271
H -3.901 -3.470 -1.238
C -2.348 -1.989 -1.824
O -1.402 -2.766 -2.627
H -2.194 -0.385 -0.433
H -3.036 -1.375 -2.441
C 2.007 0.965 2.060
C 2.463 4.896 0.195
H -1.823 -3.513 -3.071
C 1.048 -1.208 1.857
C 0.795 0.529 0.168
H -1.767 -2.138 1.497
H 3.577 4.893 0.070
C -1.516 -0.981 -1.021
H -0.111 -0.583 -2.597
C -1.256 -2.761 0.834
H 1.825 2.794 -0.740
H 2.011 4.878 -0.838
H -1.571 -4.138 -0.596
H -2.828 -4.363 0.602
C -0.717 0.015 -1.956
H 2.453 3.800 2.083
H -0.569 -3.461 1.375
C -0.529 -1.713 -0.098
H -3.773 -2.120 -0.007
H 0.923 3.939 1.328
H -0.760 1.777 -0.765
H 0.948 -2.199 2.386
C 0.016 1.017 -1.058
H 2.732 1.642 2.598
C 2.159 2.560 0.274
C 1.712 -0.270 2.576
H 2.032 -0.470 3.586
H 0.044 -2.280 -0.740
N 1.478 1.404 0.868
C -3.211 -2.757 -0.778
H -1.360 0.659 -2.550
C -2.255 -3.595 -0.022
C 1.926 3.790 1.099
*
```

The frontier orbital gap comes out at 0.3306 Ha. For the lowest unoccupied orbital energy, the calculation gives -3.95 eV. Its total energy is -753.8030 a.u. Its highest occupied orbital energy is -12.9 eV. As for the energy relative to the best compared isomer or geometry (same formula, charge and spin): 5.14 kcal per mole. As for the SMILES: CCC[n+]1cccc2c1CC[C@@H]1[C@@H]2CCC[C@@H]1O.

***

Record 3
The following is a DFT calculation (wB97M-V/def2-TZVPD) of a molecular structure, C16H24NO2Pt at a distorted geometry.

Structure (ORCA input):
```
! RIJCOSX wB97M-V def2-TZVPD def2/J DEFGRID3
* xyz 1 5
H 2.595 -4.043 1.624
H -1.272 -0.703 -4.440
H 2.590 0.194 -1.048
C -1.273 -0.380 2.088
C -2.214 -0.421 -0.062
C -2.408 0.880 0.475
C 0.811 2.405 0.860
C -1.122 -0.682 -3.345
C -0.526 -2.861 -2.159
H -2.017 1.725 2.511
H -0.613 -3.788 -2.813
C 0.221 2.530 -0.407
H 2.526 1.020 1.560
H 1.916 -1.765 -2.295
H -0.498 3.282 -0.726
H -1.305 -2.291 0.792
C 1.881 0.903 -0.619
C 2.841 -3.006 1.857
H 1.505 -0.365 -3.290
H -2.956 1.676 -0.030
H -0.832 0.335 -3.087
H -2.623 -0.817 -0.982
H 0.591 1.437 -2.358
Pt 0.193 0.162 0.755
H 1.686 -1.932 -4.063
C -0.153 -1.738 -3.102
O 1.266 -1.509 1.351
H 0.704 3.060 1.719
N 2.102 -2.624 3.131
O 2.750 -1.933 -0.345
H 1.103 -2.414 2.921
H 2.485 -1.754 3.493
C 1.817 1.311 0.809
H 0.229 -3.119 -1.360
C 2.270 -2.088 0.801
C -1.891 0.932 1.787
H 3.873 -2.859 1.979
H -0.886 -0.721 3.037
H -1.511 -2.769 -1.661
C -1.533 -1.238 0.913
C 0.809 1.572 -1.299
H 2.183 -3.338 3.845
H -2.086 -0.825 -2.882
C 1.291 -1.428 -3.147
*
```

The frontier orbital gap (spin up / spin down) comes out at 0.2127 / 0.2431 Ha. For the lowest unoccupied orbital energy (spin up / spin down), the calculation gives -3.30 / -4.83 eV. Its total energy is -948.1169 a.u. Its highest occupied orbital energy (spin up / spin down) is -9.1 / -11.4 eV.

***

Record 4
The following is a DFT calculation (wB97M-V/def2-TZVPD) of 2 unconnected molecules or ions with the total composition C16H24NO4 at a distorted geometry.

Structure (ORCA input):
```
! RIJCOSX wB97M-V def2-TZVPD def2/J DEFGRID3
* xyz 1 1
H -0.160 0.650 -0.673
C -2.894 0.793 -0.280
C 6.606 -2.052 1.058
H -4.665 2.902 -0.324
C -2.941 -0.124 1.911
C -2.382 -1.142 0.883
C -3.979 2.868 -1.187
C -1.041 -0.750 -2.202
H -2.856 1.504 -2.390
N -2.385 -0.613 -0.292
C 4.181 -2.267 1.338
H -3.644 -0.681 2.561
O 7.775 -1.059 2.838
C 6.708 -1.417 2.392
C 5.431 -2.447 0.569
H 5.338 -2.914 -0.403
H -4.205 1.550 1.444
O -1.981 -1.403 -1.316
C 4.282 -1.632 2.671
H -2.077 1.356 0.203
H -0.594 -1.565 -2.804
C -2.680 3.706 -0.973
H -1.934 3.356 -1.716
C 5.455 -1.236 3.161
H 5.549 -0.770 4.134
H -1.574 -0.111 -2.932
C 1.245 -0.958 -0.976
C -3.555 1.392 -1.540
H 0.368 0.623 -3.345
O 3.108 -2.626 0.890
H -2.073 -2.138 1.213
C -3.924 0.633 0.910
H 0.949 -1.537 -0.078
H -4.409 0.794 -1.902
H -4.712 -0.011 0.492
H -2.227 3.566 0.027
O 0.735 0.831 -2.488
H 7.531 -2.175 0.511
H 1.655 -1.645 -1.731
H -2.809 4.782 -1.170
C 0.135 -0.019 -1.499
H 2.067 -0.302 -0.632
H -4.546 3.295 -2.035
H 3.356 -1.510 3.219
H -2.227 0.501 2.463
*
```

The frontier orbital gap comes out at 0.2965 Ha. For the lowest unoccupied orbital energy, the calculation gives -4.08 eV. Its total energy is -979.3927 a.u. Its highest occupied orbital energy is -12.2 eV. As for the energy relative to the best compared isomer or geometry (same formula, charge and spin): 116.62 kcal per mole.

***

Record 5
The following is a DFT calculation (wB97M-V/def2-TZVPD) of a molecular structure, C16H25BF3O6ReSSe2 at a distorted geometry.

Structure (ORCA input):
```
! RIJCOSX wB97M-V def2-TZVPD def2/J DEFGRID3
* xyz 1 2
O 0.547 0.708 0.242
O -0.757 -1.180 0.226
H 0.290 0.909 4.827
H 2.855 2.011 -0.633
O 1.042 -2.375 -2.767
C -2.437 0.775 -3.316
H -2.432 -2.873 6.036
H 1.132 1.912 2.737
H -1.436 0.662 6.217
Re 0.175 -0.477 -2.654
H -1.406 4.450 -2.916
C 2.185 3.148 -2.366
F 0.313 -1.151 -5.295
C -0.373 4.224 -3.169
C 3.287 0.292 -4.091
Se 2.555 0.218 -2.295
O -0.327 -4.372 -3.452
H 2.700 4.084 -2.146
H -0.344 3.626 -4.077
S -0.152 -2.978 -3.500
H -2.717 1.425 -4.141
H -0.337 -2.069 7.049
C 0.532 1.014 2.721
O -0.997 0.648 -3.356
H -2.724 1.214 -2.364
C -1.061 -1.342 2.686
H 0.167 5.157 -3.308
C 0.228 -2.497 -5.244
H 3.263 -0.718 -4.495
H 4.035 2.099 -1.945
C -0.008 -1.672 6.087
H -2.885 0.122 5.365
C -0.571 -0.761 1.536
C -2.041 -0.211 5.971
H 2.139 3.039 -3.450
Se 0.371 3.237 -1.673
H -2.432 -0.617 6.905
C -1.225 -1.284 5.237
C -0.742 -0.726 3.896
H 0.637 -0.815 6.283
H -1.565 -3.340 4.579
C -2.105 -2.521 5.058
H 2.712 0.966 -4.718
F -0.729 -2.904 -6.043
F 1.391 -3.006 -5.597
C 0.201 0.375 1.547
H -1.665 -2.234 2.630
H 4.318 0.625 -4.000
B -0.065 -0.258 -0.541
C 2.971 2.033 -1.716
H -2.888 -0.207 -3.436
C 0.046 0.436 3.886
H -2.999 -2.304 4.471
H 0.590 -2.438 5.590
O -1.264 -2.081 -3.075
*
```

The frontier orbital gap (spin up / spin down) comes out at 0.2321 / 0.2453 Ha. For the lowest unoccupied orbital energy (spin up / spin down), the calculation gives -4.64 / -4.34 eV. Its total energy is -6679.6933 a.u. Its highest occupied orbital energy (spin up / spin down) is -11.0 / -11.0 eV. As for the energy relative to the best compared isomer or geometry (same formula, charge and spin): 27.37 kcal per mole.

***

Record 6
The following is a DFT calculation (wB97M-V/def2-TZVPD) of a molecular structure, C16H25BF4N3OPm at a distorted geometry.

Structure (ORCA input):
```
! RIJCOSX wB97M-V def2-TZVPD def2/J DEFGRID3
* xyz 2 5
C -3.202 1.834 -3.295
C -0.611 -2.985 1.579
C -1.854 -2.238 1.097
C -0.032 2.965 -1.644
H -2.011 0.433 3.342
C -3.325 0.559 -2.757
F 0.028 -1.643 -2.048
H -0.766 -4.062 1.603
H -4.146 -0.096 -3.013
C 2.367 -0.192 2.318
H -2.814 -1.839 2.978
H 3.360 -1.965 1.614
H 1.762 2.540 -0.908
C 3.218 -0.902 1.475
N -1.003 0.626 1.480
H 1.417 -2.996 1.157
C 2.255 1.187 2.193
F 2.193 -1.706 -1.445
H -3.350 -0.805 1.697
H -3.940 2.205 -3.995
B 1.378 -1.355 -2.586
C -2.453 -1.275 2.113
O 0.866 2.206 -0.801
H -0.378 3.828 -1.076
N 0.565 -2.661 0.720
H -0.646 -0.629 3.125
C 3.812 1.142 0.351
C 3.925 -0.243 0.479
N -1.293 0.883 -1.529
H -1.997 3.609 -3.351
H 2.941 2.936 1.158
C -1.187 2.107 -2.051
H -1.587 -1.708 0.172
H 0.517 3.318 -2.514
F 1.667 -1.921 -3.733
H 1.632 1.748 2.879
C -2.122 2.614 -2.939
H 4.582 -0.799 -0.174
H 0.503 -3.203 -0.140
C 2.997 1.856 1.224
H -0.354 -2.695 2.597
H -2.620 -2.932 0.748
H -1.797 0.958 0.938
C -2.349 0.126 -1.892
C -1.510 -0.202 2.614
F 1.410 0.087 -2.526
H 1.834 -0.709 3.108
H -0.577 1.471 1.852
H 4.393 1.661 -0.401
H -2.387 -0.877 -1.489
Pm 0.689 -0.258 -0.305
*
```

The frontier orbital gap (spin up / spin down) comes out at 0.3529 / 0.3769 Ha. For the lowest unoccupied orbital energy (spin up / spin down), the calculation gives -6.36 / -5.71 eV. Its total energy is -1896.7273 a.u. Its highest occupied orbital energy (spin up / spin down) is -16.0 / -16.0 eV. As for the energy relative to the best compared isomer or geometry (same formula, charge and spin): 0.00 kcal per mole.

***

Record 7
The following is a DFT calculation (wB97M-V/def2-TZVPD) of a molecular structure, C16H25BrIO4P2Tm at a distorted geometry.

Structure (ORCA input):
```
! RIJCOSX wB97M-V def2-TZVPD def2/J DEFGRID3
* xyz 2 3
C -3.325 -4.208 2.478
H -0.663 3.254 -3.447
H -0.233 4.041 -1.897
H -3.291 1.743 -3.052
H -2.894 0.193 -2.257
H -1.931 4.081 -2.472
C -2.432 -1.963 2.244
C -2.409 -3.328 1.905
I 1.651 2.831 0.775
O -0.517 -0.477 2.180
C -1.490 -1.050 1.555
H 4.763 -1.181 0.585
H 3.522 -2.085 2.170
H 4.183 0.473 0.182
H 4.348 -0.750 -1.116
H -4.902 -2.036 4.583
H 4.831 4.086 -1.299
H 2.467 -0.736 2.665
Tm 0.240 0.493 0.208
C 4.320 4.465 -2.194
C -1.010 3.483 -2.434
H -2.153 3.115 0.462
C -4.240 -3.731 3.418
H -4.963 -4.417 3.847
O -1.602 -0.889 0.279
P 2.395 -1.187 0.265
C 2.537 -1.627 2.034
H -3.227 -0.463 3.565
C 4.096 -0.593 -0.061
H -3.250 1.776 0.042
C 2.444 -2.835 -0.477
H -1.880 0.775 -3.598
C -3.296 -1.505 3.249
H 3.280 -3.400 -0.046
C -2.643 2.590 -0.364
H 2.564 -2.745 -1.562
C 0.799 -0.301 -2.038
C -4.211 -2.393 3.816
P -1.391 1.935 -1.540
H 1.505 -3.358 -0.265
C 3.788 3.339 -2.905
H 1.752 -2.330 2.322
Br -1.031 -3.940 0.718
H 5.023 5.016 -2.830
H 3.479 5.110 -1.907
H -3.311 -5.240 2.172
C -2.473 1.086 -2.731
O 3.206 2.380 -3.235
H -3.278 3.298 -0.909
O 0.851 -0.795 -3.080
*
```

The frontier orbital gap comes out at 0.1853 Ha. For the lowest unoccupied orbital energy, the calculation gives -8.38 eV. Its total energy is -5564.8155 a.u. Its highest occupied orbital energy is -13.4 eV.

***

Record 8
The following is a DFT calculation (wB97M-V/def2-TZVPD) of 2 unconnected molecules or ions with the total composition C16H25Cl2O4PS.

Structure (ORCA input):
```
! RIJCOSX wB97M-V def2-TZVPD def2/J DEFGRID3
* xyz 0 1
H -3.201 1.197 1.521
H 4.080 1.761 -4.012
C -2.398 0.694 2.071
H 0.573 2.955 0.902
H 0.043 -1.077 -3.947
P 1.550 0.844 -0.018
C 0.934 -0.456 -3.951
C -0.113 0.591 -0.835
C -2.812 -0.735 2.402
H -1.650 2.586 -2.956
Cl -0.106 -2.478 3.486
C 3.158 -0.034 -4.757
H -2.532 -1.429 1.605
C 0.970 0.696 -3.174
H 0.030 3.054 -3.164
C -0.236 1.053 -2.321
H -2.366 -1.080 3.335
C 2.019 -0.827 -4.734
H 2.610 -0.817 1.337
H -0.185 -0.502 -0.887
H -0.428 -5.906 4.801
H -2.235 0.456 -0.418
H -2.248 1.278 2.982
C 1.576 -0.476 1.255
C -0.086 -3.802 4.680
H -3.897 -0.782 2.523
O -1.181 0.747 1.315
H 2.165 2.398 -2.621
H -0.709 -3.500 5.518
C -0.566 -5.100 4.083
H 1.624 2.138 2.033
H 0.940 -3.913 5.024
H 1.960 -1.731 -5.329
O -3.086 2.805 -0.961
C 2.116 1.492 -3.219
H -1.056 0.450 -2.730
H 2.338 3.014 0.671
C -0.657 2.527 -2.505
O -1.644 3.494 0.936
O -0.693 3.273 -1.272
C -1.363 1.008 -0.036
S -1.823 2.769 -0.281
H 0.960 -1.327 0.954
H -0.023 -5.338 3.172
H 1.247 -0.123 2.234
H 4.009 -0.324 -5.361
C 1.495 2.391 0.976
Cl -2.302 -5.045 3.678
C 3.197 1.132 -4.003
*
```

The frontier orbital gap comes out at 0.3146 Ha. For the lowest unoccupied orbital energy, the calculation gives 0.60 eV. Its total energy is -2585.5169 a.u. Its highest occupied orbital energy is -8.0 eV. As for the SMILES: CCO[C@@H]1[C@H](P(C)C)[C@H](c2ccccc2)COS1(=O)=O.ClCCCl.